# 1
{"formula": "C19H39O11Zn", "method": "ωB97M-V/def2-TZVPD", "symbols": ["Zn", "C", "O", "H", "H", "H", "C", "O", "C", "O", "O", "C", "H", "H", "H", "H", "H", "H", "C", "O", "C", "O", "O", "C", "H", "H", "H", "H", "H", "H", "C", "C", "O", "C", "H", "H", "H", "H", "H", "H", "C", "C", "O", "C", "H", "H", "H", "H", "H", "H", "C", "C", "O", "C", "H", "H", "H", "H", "H", "H", "C", "C", "O", "C", "H", "H", "H", "H", "H", "H"], "xyz": [[1.9799, 1.8096, -2.7698], [1.6590, 0.0078, 0.1145], [2.0135, 1.0089, -0.8781], [2.2346, 0.0643, 1.0384], [0.6087, 0.1420, 0.3732], [1.7431, -1.0323, -0.2003], [-1.7123, -1.4517, -1.2249], [-2.2431, -2.7396, -1.0374], [-1.4410, -3.7826, -0.8084], [-0.2071, -3.7767, -0.7777], [-2.1919, -4.8714, -0.5661], [-1.6091, -6.0415, -0.0333], [-1.2630, -0.9603, -0.3619], [-2.6366, -0.8929, -1.3716], [-1.0244, -1.4667, -2.0702], [-1.1022, -5.8202, 0.9059], [-0.8020, -6.4453, -0.6446], [-2.3210, -6.8504, 0.1307], [-2.5751, 2.7152, -2.4517], [-1.7253, 3.8403, -2.3018], [-0.4068, 3.7918, -2.1675], [0.2019, 2.7460, -2.2892], [0.1999, 5.0235, -2.0785], [-0.5583, 6.2338, -2.0854], [-3.4519, 2.8958, -1.8298], [-2.1042, 1.7438, -2.3008], [-2.9497, 2.7208, -3.4753], [-1.2205, 6.2484, -1.2197], [-1.1814, 6.3540, -2.9716], [0.1799, 7.0261, -2.2093], [-1.9334, 1.6753, 0.7718], [-2.5807, 2.7330, 1.6931], [-2.4142, 2.7470, 2.8827], [-3.4737, 3.7838, 1.0127], [-2.7119, 1.0399, 0.3495], [-1.2972, 1.0271, 1.3745], [-1.3248, 2.1373, -0.0056], [-3.9437, 4.3309, 1.8300], [-4.2799, 3.3506, 0.4207], [-2.9098, 4.4718, 0.3828], [1.1748, 2.8197, 3.8116], [2.0773, 3.3988, 2.7552], [3.2830, 3.5373, 2.9680], [1.5615, 3.6329, 1.3555], [1.5375, 3.1340, 4.7903], [1.1906, 1.7393, 3.6680], [0.1020, 3.0115, 3.7888], [2.3435, 3.2017, 0.7305], [1.4641, 4.7068, 1.1963], [0.6413, 3.0716, 1.1935], [0.5483, -3.0802, 2.4211], [1.5068, -2.9411, 3.5873], [1.3111, -3.4347, 4.6711], [2.7136, -2.1136, 3.4202], [1.1298, -3.5598, 1.6337], [0.2162, -2.1159, 2.0362], [-0.3029, -3.7291, 2.6274], [3.3997, -2.2125, 4.2614], [2.4784, -1.0805, 3.1643], [3.3093, -2.5434, 2.6149], [2.1046, -2.7987, -2.7163], [2.4349, -4.1647, -3.3604], [3.3203, -4.3531, -4.1651], [1.5196, -5.3475, -3.0666], [2.4818, -2.8080, -1.6936], [1.0242, -2.7671, -2.5758], [2.5120, -1.9558, -3.2745], [1.4971, -5.3983, -1.9780], [1.6911, -6.2677, -3.6251], [0.5040, -5.1187, -3.3897]], "mulliken_charge": [0.1449, 0.2180, -0.5746, 0.2731, -0.3454, -0.0445, -0.1834, -0.3871, 0.7242, -0.4294, -0.3623, -0.5211, -0.0768, 0.2328, 0.2518, 0.2165, 0.2129, 0.2733, -0.5689, -0.3351, 1.0368, -0.3610, -0.3182, -0.6367, 0.1978, 0.2327, 0.3299, 0.2675, 0.3079, 0.2676, -0.4522, 0.6165, -0.5501, -1.0393, 0.6991, 0.1575, -0.2131, 0.3767, 0.3521, 0.0721, -0.8325, 0.5514, -0.6007, -0.2600, 0.3498, 0.0948, 0.2718, 0.1759, 0.4431, -0.2629, -0.2642, 0.5419, -0.5679, -0.7823, 0.1170, -0.0223, 0.3419, 0.3309, -0.0212, 0.3472, -0.2516, 0.4600, -0.5739, -0.6562, 0.1808, -0.1981, 0.3457, 0.0970, 0.3456, 0.2363], "gap_ev": [7.54, 7.36], "e_homo_ev": [-7.6, -8.4], "multiplicity": 2}

***

# 2
{"formula": "C4H7ClN2O", "method": "ωB97M-V/def2-TZVPD", "symbols": ["C", "O", "C", "C", "Cl", "C", "N", "N", "H", "H", "H", "H", "H", "H", "H"], "xyz": [[2.6957, 0.4482, -2.1635], [1.8431, 0.5226, -1.0330], [0.5289, 0.2963, -1.1074], [-0.2092, -0.0839, -0.1018], [-1.8764, -0.4834, -0.4981], [0.3017, -0.5064, 1.1730], [-0.1693, -0.3907, 2.3076], [-1.1420, 0.5117, 2.4122], [2.8191, -0.6397, -2.5568], [3.5487, 1.0081, -1.7228], [2.1865, 0.9832, -2.9672], [-0.1232, 0.5281, -1.9780], [1.4063, -0.7824, 1.0362], [-1.8577, 0.5390, 1.6253], [-1.5496, 0.6296, 3.4553]], "mulliken_charge": [-0.5984, -0.3187, -0.3010, 0.3231, -0.2494, 0.0999, -0.3670, -0.3362, 0.2527, 0.2288, 0.2915, 0.2789, 0.2639, 0.1805, 0.2514], "gap_ev": 8.92, "e_homo_ev": -8.2, "multiplicity": 1, "e_above_lowest_ev": 3.6331}

***

# 3
{"formula": "C26H19AgGeNO2S", "method": "ωB97M-V/def2-TZVPD", "symbols": ["Ag", "C", "Ge", "C", "C", "C", "C", "C", "C", "C", "C", "C", "C", "C", "C", "C", "C", "C", "C", "H", "H", "H", "H", "H", "H", "H", "H", "H", "H", "H", "H", "H", "H", "H", "S", "C", "O", "C", "N", "C", "O", "C", "C", "C", "C", "C", "C", "H", "H", "H", "H"], "xyz": [[-0.7110, -0.9216, 1.6766], [2.9489, -1.7114, 2.2909], [1.7107, -0.7673, 1.0732], [2.3333, 1.1117, 1.2153], [3.6640, 1.4392, 0.9469], [4.1253, 2.7448, 1.0451], [3.2557, 3.7602, 1.4229], [1.9300, 3.4579, 1.6945], [1.4786, 2.1467, 1.5882], [2.3907, -1.2784, -0.7215], [3.3412, -2.2566, -0.8555], [3.8718, -2.6215, -2.1187], [3.4532, -1.9914, -3.2491], [2.4647, -0.9751, -3.1737], [2.0075, -0.3076, -4.3388], [1.0453, 0.6552, -4.2588], [0.4861, 0.9924, -3.0063], [0.9156, 0.3689, -1.8711], [1.9252, -0.6296, -1.9145], [3.9920, -1.5103, 2.0341], [2.7781, -2.7888, 2.2732], [2.7682, -1.3565, 3.3066], [4.3543, 0.6597, 0.6373], [5.1614, 2.9722, 0.8211], [3.6099, 4.7816, 1.4989], [1.2416, 4.2431, 1.9855], [0.4342, 1.9266, 1.7927], [3.7137, -2.7719, 0.0226], [4.6221, -3.4021, -2.1756], [3.8613, -2.2536, -4.2192], [2.4351, -0.5836, -5.2965], [0.6998, 1.1553, -5.1557], [-0.2954, 1.7390, -2.9435], [0.4673, 0.6167, -0.9175], [0.1108, 0.1074, 4.7023], [-0.3730, -1.0549, 3.8269], [-3.5163, 0.2559, 3.1917], [-3.7307, -0.1295, 2.0561], [-2.8201, -0.6451, 1.1712], [-3.4493, -0.9916, -0.0003], [-2.9473, -1.4766, -0.9945], [-4.9212, -0.6816, 0.1464], [-5.9721, -0.8413, -0.7332], [-7.2339, -0.4591, -0.2835], [-7.4141, 0.0612, 0.9982], [-6.3408, 0.2164, 1.8721], [-5.0978, -0.1672, 1.4107], [-5.8079, -1.2487, -1.7222], [-8.0953, -0.5645, -0.9322], [-8.4097, 0.3504, 1.3134], [-6.4615, 0.6247, 2.8672]], "mulliken_charge": [-0.3190, -1.5341, 1.6953, -0.0340, -0.1980, -0.6779, -0.3203, -0.6510, -0.1474, 0.2340, -0.1878, -0.7714, -0.8415, 0.9765, -0.8162, -0.4208, -0.9442, -0.5401, 0.0542, 0.4033, 0.3883, 0.3163, 0.2954, 0.3634, 0.3500, 0.3749, 0.3456, 0.3181, 0.3800, 0.3289, 0.3334, 0.3714, 0.3893, 0.2014, -0.1305, 0.0123, -0.6272, 0.1609, -0.0954, -0.0256, -0.6350, 0.4006, -0.4096, -0.4006, -0.3739, -0.4649, 0.1995, 0.4747, 0.3710, 0.3666, 0.4609], "gap_ev": 6.86, "charge": -1, "e_homo_ev": -4.4, "multiplicity": 1}

***

# 4
{"formula": "C8H18ClN2OP", "method": "ωB97M-V/def2-TZVPD", "symbols": ["C", "C", "N", "P", "C", "C", "C", "Cl", "N", "C", "C", "C", "O", "H", "H", "H", "H", "H", "H", "H", "H", "H", "H", "H", "H", "H", "H", "H", "H", "H", "H"], "xyz": [[-1.8410, -2.9212, 0.0513], [-0.7384, -2.2877, 0.9073], [-0.8422, -0.8187, 0.9995], [-0.8747, -0.0205, -0.5139], [-1.5881, 1.6358, -0.1006], [-0.6916, 2.5646, 0.6967], [-0.5566, 2.1546, 2.1527], [-1.4786, 4.2113, 0.6909], [0.7750, 0.3781, -1.0209], [1.8068, 0.2408, 0.0324], [1.1104, -0.2100, -2.2435], [2.5412, -0.5681, -2.5469], [0.2927, -0.3862, -3.0698], [-2.3291, -3.6844, 0.6430], [-1.3871, -3.4148, -0.7959], [-2.5927, -2.2074, -0.2375], [0.2579, -2.5941, 0.5930], [-0.8796, -2.6583, 1.9132], [-0.1805, -0.4360, 1.6660], [-1.9571, 2.0990, -0.9969], [-2.4425, 1.4124, 0.5249], [0.2588, 2.6620, 0.1945], [-0.5353, 3.0201, 2.7889], [-1.4176, 1.5668, 2.4440], [0.3291, 1.5606, 2.3321], [1.4543, 0.6197, 0.9759], [2.1951, -0.7669, 0.1073], [2.6510, 0.8666, -0.2379], [2.5314, -1.1465, -3.4519], [3.1527, 0.3049, -2.7314], [2.9763, -1.1764, -1.7666]], "mulliken_charge": [-1.1306, -0.3833, -0.1735, -0.1927, -1.0969, 0.3778, -1.2632, -0.2211, 0.1967, -1.1732, 0.6722, -1.2166, -0.5267, 0.3640, 0.2935, 0.3422, 0.2409, 0.4579, 0.2224, 0.4903, 0.3733, 0.3047, 0.4814, 0.2835, 0.2427, 0.2566, 0.3444, 0.4381, 0.3782, 0.2900, 0.3273], "gap_ev": 9.04, "e_homo_ev": -8.5, "multiplicity": 1, "e_above_lowest_ev": 0.0000}

***

# 5
{"formula": "C22H30Cl2NO6PV", "method": "ωB97M-V/def2-TZVPD", "symbols": ["V", "O", "C", "O", "C", "O", "C", "C", "O", "O", "H", "H", "H", "H", "H", "Cl", "C", "C", "C", "Cl", "C", "C", "C", "C", "N", "C", "C", "O", "H", "H", "H", "H", "C", "C", "C", "P", "C", "C", "C", "C", "C", "C", "H", "H", "H", "H", "H", "H", "H", "H", "H", "H", "H", "H", "H", "H", "H", "H", "H", "H", "H", "H", "H"], "xyz": [[-0.3574, -0.1578, 0.6058], [-0.0047, -1.4563, 5.0211], [-0.4192, -1.2252, 3.7854], [0.1535, -1.6790, 2.7920], [-1.6708, -0.5620, 3.6781], [-2.2378, -0.6852, 2.4089], [-2.8750, 0.4704, 1.7718], [-2.0848, 1.7159, 2.1202], [-2.7275, 2.6688, 2.5732], [-0.8019, 1.6094, 1.8164], [0.9217, -1.8760, 5.0196], [-2.3053, -0.9542, 4.4956], [-1.4300, 0.4917, 3.8911], [-3.0645, -0.8571, 0.2748], [-4.6740, 1.5344, 2.3830], [-0.9141, 2.8662, -3.6856], [-2.1336, 2.1513, -2.6999], [-3.4551, 2.4188, -3.0539], [-4.4989, 1.9382, -2.2708], [-6.0433, 2.2850, -2.8801], [-4.2724, 1.0828, -1.1279], [-5.4040, 0.5447, -0.4069], [-5.3816, 0.1461, 0.8765], [-4.4288, 0.5394, 1.9884], [-2.5814, 0.0484, 0.3645], [-2.9236, 0.8682, -0.7708], [-1.7998, 1.2337, -1.5973], [-0.6334, 0.6579, -1.4293], [-3.6623, 2.9694, -3.9952], [-6.3530, 0.4616, -0.9623], [-6.2014, -0.5413, 1.1483], [-4.6801, -0.1873, 2.7772], [3.3162, -1.8199, 1.4150], [3.1575, -1.7448, -0.1017], [2.6732, -3.1018, -0.6321], [2.0181, -0.3950, -0.5762], [1.9814, -0.4147, -2.4549], [0.9447, -1.3394, -3.0772], [3.3210, -0.5684, -3.2136], [3.0502, 1.1204, -0.2176], [2.5318, 1.7686, 1.1009], [4.5862, 0.9652, -0.1395], [3.9282, -2.6818, 1.6586], [2.3282, -1.9669, 1.8860], [3.7814, -0.9450, 1.8740], [4.1300, -1.4951, -0.5677], [1.6067, -3.2775, -0.3824], [3.2411, -3.8780, -0.1096], [2.8729, -3.2322, -1.7084], [1.6244, 0.6325, -2.6085], [1.3241, -2.3795, -3.1499], [0.7568, -1.0130, -4.1117], [-0.0048, -1.3769, -2.4961], [3.7212, -1.5827, -3.0845], [4.0758, 0.1616, -2.8960], [3.1179, -0.4090, -4.2813], [2.7591, 1.8071, -1.0550], [2.3370, 0.9990, 1.8632], [1.6159, 2.3497, 0.9438], [3.2716, 2.4404, 1.5179], [4.8259, 0.4810, 0.8048], [5.0561, 1.9787, -0.1205], [4.9949, 0.3965, -0.9915]], "mulliken_charge": [0.3157, -0.4946, 0.3211, -0.6358, -0.2461, -0.3585, 1.1142, 0.2750, -0.7421, -0.4234, 0.4159, 0.4144, 0.3258, 0.2691, 0.4363, -0.2406, 0.1647, -0.7451, 0.5180, -0.2653, 0.4511, -0.6503, -0.9563, -0.7954, 0.1611, -0.3427, -0.1062, 0.0717, 0.3688, 0.3128, 0.3669, 0.2444, -1.4354, 0.7304, -1.5119, 0.3822, 0.7148, -1.4781, -1.5103, 0.5137, -1.3572, -1.6336, 0.4819, 0.2088, 0.2859, 0.4805, 0.2255, 0.4991, 0.2400, 0.2561, 0.3263, 0.4557, 0.1099, 0.2392, 0.3064, 0.4768, 0.4322, 0.1490, 0.3064, 0.4730, 0.3282, 0.4649, 0.2945], "gap_ev": [7.25, 7.27], "e_homo_ev": [-7.2, -7.3], "multiplicity": 4, "e_above_lowest_ev": 0.4095}